--- a ---
ORCA calculation (the ωB97M-V functional and the def2-TZVPD basis) on a cluster of 7 separate species, C23H58N12O7 in total.

CARTESIAN COORDINATES (ANGSTROEM)
O1 -0.5084 -4.6078 -3.0618
O2 0.6605 -0.1154 -4.8856
O3 -2.4480 -0.3345 2.6134
O4 -3.2759 1.7569 0.7866
O5 0.5110 -2.6502 -0.6987
O6 1.9312 0.7097 2.1087
O7 4.6136 -5.9585 0.0576
N1 -4.0764 -1.8420 2.1474
N2 -0.7290 -1.7899 -4.3003
N3 -1.9189 -6.3523 -2.5507
N4 -0.7219 -5.3005 -0.8981
N5 -0.3039 -1.3649 1.0137
N6 -2.8586 1.3905 -0.5181
N7 -4.4252 -0.2076 3.7392
N8 2.7372 -4.8895 -0.6480
N9 2.7893 1.8008 1.9049
N10 -1.5372 -1.6968 -0.8707
N11 1.2470 -1.4695 -3.1447
N12 2.9893 -5.4995 1.5684
C1 4.8532 3.7338 1.7937
C2 -1.9763 3.7503 -0.8649
C3 2.9742 2.6350 3.1047
C4 -5.0051 2.4691 -1.3016
C5 -3.6039 -0.7460 2.8045
C6 4.9312 0.5318 1.5474
C7 -2.6502 1.9364 -3.3893
C8 3.4829 -5.5282 0.2882
C9 3.7496 1.9469 4.2354
C10 -1.4323 1.9503 -2.4305
C11 3.8985 1.5061 0.9672
C12 -3.6949 0.9729 -2.8347
C13 -4.0461 1.2702 -1.3673
C14 0.3879 -1.0330 -4.0945
C15 4.6069 2.8051 0.5971
C16 3.6006 3.9432 2.6413
C17 -0.4371 1.9009 -0.1985
C18 -4.8410 0.0436 -0.9072
C19 -0.3719 -1.9173 -0.2055
C20 -1.0589 -5.3220 -2.2298
C21 1.5539 3.0281 3.5817
C22 3.2927 0.9142 -0.3086
C23 -1.7459 2.2314 -0.9437
H1 -2.3141 1.5296 -4.3414
H2 -3.1842 0.0098 -2.9443
H3 5.1496 4.7072 1.3898
H4 -0.8328 2.7383 -2.8848
H5 -4.6149 0.9591 -3.4188
H6 3.9927 3.3782 -0.1058
H7 1.8952 -4.4422 -0.3422
H8 -5.3637 -0.5011 3.9078
H9 2.2120 -1.2045 -3.2146
H10 5.7531 3.3906 2.3129
H11 2.9076 4.5317 2.0406
H12 1.2775 0.8245 1.4055
H13 3.6257 0.8716 4.1203
H14 -1.8323 -7.1997 -2.0268
H15 -3.4530 -2.2542 1.4751
H16 0.4277 2.4959 -0.4872
H17 -2.8184 1.1268 1.3544
H18 -2.6046 4.1536 -1.6582
H19 -4.9413 -2.2649 2.4200
H20 0.9862 -1.9641 -2.2850
H21 -2.1267 -0.8984 -0.6682
H22 -1.0258 4.2819 -0.9601
H23 1.1126 2.3508 4.3153
H24 4.0318 0.9039 -1.1124
H25 -5.8227 -0.0348 -1.3730
H26 -5.3504 2.5878 -0.2719
H27 -5.8901 2.2850 -1.9081
H28 3.5477 -5.9150 2.2866
H29 -0.9697 0.9618 -2.5073
H30 5.6193 0.2482 0.7423
H31 1.6432 3.9986 4.0833
H32 0.5791 -1.3168 1.4955
H33 -3.9760 0.6034 4.1384
H34 5.6230 0.9419 2.2839
H35 4.4286 -0.3682 1.9034
H36 -4.5294 3.4147 -1.5533
H37 2.0079 -5.3189 1.6743
H38 -0.4802 1.9492 0.8942
H39 3.3876 2.2537 5.2176
H40 -1.2269 -5.9091 -0.2874
H41 5.5949 2.6556 0.1599
H42 -1.6656 -2.1965 -1.7332
H43 -2.3513 4.0875 0.1047
H44 -1.1066 -0.9210 1.4413
H45 -0.7808 -2.6830 -3.8302
H46 -0.1949 0.8679 -0.4709
H47 -1.1275 -1.6923 -5.2151
H48 -2.1455 -6.3745 -3.5317
H49 -4.2858 -0.8760 -1.1461
H50 -0.0005 -4.6473 -0.6311
H51 -3.0110 2.9656 -3.4448
H52 3.0410 -4.8602 -1.6004
H53 3.9011 4.4993 3.5335
H54 4.8025 2.2297 4.1986
H55 3.0653 -0.1424 -0.1468
H56 0.7909 3.2233 2.8260
H57 -4.9665 -0.1562 0.1626
H58 2.4456 1.5131 -0.6349

Its total charge is 0. The value obtained for the HOMO-LUMO gap is 8.005 eV. As for the LUMO energy: 0.0 eV. As for the SMILES: CC1(C)CCCC(C)(C)N1O.CC1(C)CCCC(C)(C)N1O.NC(N)=O.NC(N)=O.NC(N)=O.NC(N)=O.NC(N)=O.

=====

--- b ---
ORCA calculation (the ωB97M-V functional and the def2-TZVPD basis) on a cluster of 7 separate species, C23H58N12O7 in total.

CARTESIAN COORDINATES (ANGSTROEM)
O1 15.0754 8.9376 14.2467
O2 11.0408 11.8997 18.0688
O3 7.6466 8.1784 9.8269
O4 11.5332 6.2276 10.1036
O5 12.3351 9.8656 12.7124
O6 17.8060 13.3943 9.8009
O7 19.0141 6.2783 14.9066
N1 16.7319 6.0979 14.9062
N2 12.5321 5.6926 8.1846
N3 17.7901 8.0025 13.9045
N4 16.5152 10.3552 15.2461
N5 12.5652 7.6618 13.3122
N6 9.9300 11.1418 17.5222
N7 8.6883 6.2521 9.2985
N8 6.4163 6.2617 9.7153
N9 17.6294 12.0532 9.2482
N10 14.4801 11.0682 14.5970
N11 13.5716 7.1623 9.6318
N12 10.5234 8.4114 12.3552
C1 8.6920 12.1726 19.3777
C2 7.5982 11.0732 17.2647
C3 7.5453 6.9951 9.6081
C4 11.5050 9.7840 16.2292
C5 15.1365 12.8614 9.0279
C6 16.5266 11.5651 11.5624
C7 9.0121 9.6105 15.7814
C8 19.1116 11.2149 10.9022
C9 11.8243 8.7309 12.8207
C10 15.3220 10.0658 14.6620
C11 16.4026 12.1814 8.4036
C12 17.6149 11.1945 10.4419
C13 8.7371 11.9995 17.8308
C14 16.7059 13.0853 7.1388
C15 7.7235 10.4114 15.9199
C16 12.5099 6.3892 9.3584
C17 10.2469 10.6372 16.1801
C18 16.0108 9.7006 8.9895
C19 17.9036 6.7433 14.5625
C20 8.7868 13.3104 17.1335
C21 16.1820 10.7381 7.8818
C22 17.3095 9.7880 9.9889
C23 10.5208 11.7058 15.0995
H1 6.3344 5.5734 9.0526
H2 19.3472 10.3146 11.4861
H3 9.1975 9.2646 14.8000
H4 12.2607 6.7469 13.1344
H5 10.8749 11.3394 14.1152
H6 11.7075 9.4452 17.2588
H7 6.8035 11.8151 17.0511
H8 9.8619 9.1373 12.5925
H9 14.3014 12.6357 8.3483
H10 8.6347 5.1900 9.3729
H11 16.4097 11.1952 15.7406
H12 16.9667 10.3452 7.2188
H13 18.6115 8.4488 13.4943
H14 12.3725 10.4073 16.0716
H15 11.5839 8.9625 15.5310
H16 15.1343 9.8495 9.6351
H17 16.5651 14.1118 7.3789
H18 14.7161 12.0254 14.8631
H19 8.5817 13.2233 16.0843
H20 8.8549 11.2050 19.7957
H21 10.0873 7.4888 12.4036
H22 15.8534 6.6076 14.9657
H23 18.1717 9.4335 9.3660
H24 16.1926 12.7360 6.2296
H25 9.8325 13.5912 17.1811
H26 13.6090 10.8250 14.1407
H27 11.4526 11.3405 18.7342
H28 15.6254 11.0102 11.3032
H29 9.6365 12.2997 14.8575
H30 16.9055 5.5224 15.6848
H31 16.8171 8.1974 13.4767
H32 15.3432 13.9267 9.1287
H33 13.5617 7.9255 13.4276
H34 18.7064 13.6244 9.6720
H35 17.1319 9.7064 15.7036
H36 17.7711 12.9905 6.8507
H37 19.2561 12.0087 11.6591
H38 14.2051 7.3753 8.8917
H39 13.5722 7.8418 10.3727
H40 7.6516 12.5097 19.6040
H41 9.4393 12.8696 19.7562
H42 14.7925 12.5231 9.9650
H43 16.8761 11.1291 12.5149
H44 9.0027 8.7672 16.4864
H45 7.6241 11.2301 15.1886
H46 16.2461 12.6135 11.6807
H47 15.3334 10.7228 7.2330
H48 5.4969 6.6976 9.7348
H49 19.8866 11.3344 10.0958
H50 8.1598 14.1191 17.5951
H51 17.1023 9.0773 10.8151
H52 7.2836 10.3802 18.0565
H53 15.9703 8.6976 8.6153
H54 9.5860 6.7536 9.4114
H55 13.0883 5.9986 7.4161
H56 11.6121 5.3199 7.9444
H57 11.1514 12.4107 15.5942
H58 6.8850 9.7138 15.7002

Its total charge is 0. The value obtained for the HOMO-LUMO gap is 8.899 eV. As for the LUMO energy: 0.4 eV. As for the SMILES: CC1(C)CCCC(C)(C)N1O.CC1(C)CCCC(C)(C)N1O.NC(N)=O.NC(N)=O.NC(N)=O.NC(N)=O.NC(N)=O.

=====

Which of them is most stable? Easy: a.

=====

--- a ---
ORCA calculation (the ωB97M-V functional and the def2-TZVPD basis) on a cluster of 18 separate species, C18H72O18 in total.

CARTESIAN COORDINATES (ANGSTROEM)
O1 10.6052 8.7341 9.4788
O2 11.3338 11.4737 9.9449
O3 13.4035 13.8390 13.6454
O4 7.8508 15.5998 12.5536
O5 6.5500 18.2946 11.9611
O6 10.5825 14.9714 1.8614
O7 9.5082 13.1654 12.0518
O8 14.8446 16.7549 9.3388
O9 10.5943 13.8475 8.1660
O10 12.7053 14.5215 6.7992
O11 15.3277 18.2916 7.1353
O12 12.4455 20.3893 8.7692
O13 10.9072 19.0866 4.7253
O14 9.1231 10.7089 3.9978
O15 15.3954 11.9300 4.6326
O16 15.5315 14.0534 6.4846
O17 11.8400 18.1371 13.0254
O18 12.9337 10.6896 5.7243
C1 9.3266 11.2917 5.1922
C2 7.0084 14.8610 13.3909
C3 16.5932 14.8311 6.0590
C4 12.3672 14.1923 5.4552
C5 11.7522 19.2596 9.2387
C6 15.0501 15.3970 9.5594
C7 12.7120 14.9515 13.2746
C8 9.8017 14.7761 3.0170
C9 11.7426 8.0600 9.9473
C10 9.5453 12.3347 13.1728
C11 13.1617 10.0925 7.0001
C12 14.5220 17.7658 6.1998
C13 5.4029 17.5894 11.4404
C14 12.5637 12.0834 10.2921
C15 11.1393 19.3076 13.4396
C16 10.9589 17.8937 5.5035
C17 15.3895 11.6876 3.2060
C18 9.8741 15.0215 8.4960
H1 11.5845 19.1006 4.0450
H2 10.1738 12.8374 11.4427
H3 7.3106 17.7249 12.0972
H4 10.3067 15.4070 3.7486
H5 12.7399 15.6616 14.1010
H6 13.3778 10.8259 7.7770
H7 12.9396 11.7266 11.2510
H8 12.5133 18.3339 12.3699
H9 12.6503 8.0255 9.3448
H10 11.8140 20.0979 13.7688
H11 11.4591 7.0310 10.1684
H12 15.4940 13.3288 5.8559
H13 15.0341 17.8999 7.9612
H14 13.9816 9.3770 7.0621
H15 13.6529 18.4131 6.3172
H16 17.5143 14.2749 5.8853
H17 10.4687 11.7666 13.2855
H18 10.3418 11.2166 5.5820
H19 10.7544 19.7314 12.5120
H20 14.4337 17.1288 10.1217
H21 11.3974 16.9954 5.0688
H22 10.8770 19.0372 8.6283
H23 14.5444 11.6419 4.9710
H24 10.6065 15.5884 9.0708
H25 7.0368 13.7953 13.1640
H26 4.5566 18.2657 11.3198
H27 9.1594 9.7506 4.0406
H28 11.3130 14.3489 1.8406
H29 9.0190 12.3366 5.1506
H30 8.8080 15.1917 2.8496
H31 11.3041 14.0329 5.2744
H32 12.4524 13.1676 10.2769
H33 9.3794 15.5255 7.6657
H34 12.1090 8.4482 10.8977
H35 5.4937 16.9578 10.5567
H36 14.1682 14.7772 9.7211
H37 12.7360 14.9757 4.7931
H38 11.6434 14.8948 13.0674
H39 12.9901 13.3143 5.2846
H40 16.7732 15.6424 6.7643
H41 8.4978 14.9668 12.2337
H42 7.2966 15.1550 14.4002
H43 12.3504 18.3633 9.4026
H44 13.6628 14.5769 6.8406
H45 14.4698 11.2196 2.8551
H46 8.7033 10.7880 5.9310
H47 13.3939 11.6954 9.7019
H48 14.9433 17.8233 5.1961
H49 13.0673 20.5433 9.4843
H50 11.5365 18.1415 6.3941
H51 10.3831 19.1659 14.2117
H52 12.2814 10.1845 5.2334
H53 12.2406 9.6270 7.3508
H54 9.2877 12.9740 14.0172
H55 16.1860 11.0236 2.8703
H56 9.9231 17.6092 5.6886
H57 5.9760 15.2053 13.3292
H58 11.2485 19.4529 10.1859
H59 14.1506 16.7754 6.4629
H60 10.6292 9.6419 9.7901
H61 15.6551 15.2927 10.4601
H62 5.0703 16.8231 12.1406
H63 8.6826 11.6688 13.1553
H64 15.4864 14.9339 8.6743
H65 12.7066 13.3929 14.1320
H66 16.3015 15.4387 5.2023
H67 9.6680 13.7875 3.4563
H68 15.5360 12.6191 2.6592
H69 11.3775 14.1963 7.7340
H70 9.0054 14.5814 8.9857
H71 13.0571 15.4482 12.3678
H72 10.9977 12.0034 9.2181

Its total charge is 0. The value obtained for the HOMO-LUMO gap is 9.463 eV. As for the LUMO energy: 0.1 eV.

=====

--- b ---
ORCA calculation (the ωB97M-V functional and the def2-TZVPD basis) on a cluster of 18 separate species, C18H72O18 in total.

CARTESIAN COORDINATES (ANGSTROEM)
O1 2.3046 -2.5118 0.8702
O2 -3.0434 -2.0068 1.0192
O3 0.2976 3.7412 0.7802
O4 -3.5994 0.9702 -3.6298
O5 -2.0084 -1.5578 3.5602
O6 0.4156 0.9352 0.1212
O7 -0.5604 -1.5798 -3.6148
O8 1.7686 -0.1308 -4.1618
O9 0.8646 -0.8798 3.0432
O10 2.3346 -4.1578 -1.5918
O11 3.9536 2.7982 2.7922
O12 -0.9964 1.2562 -2.9428
O13 0.0746 -4.9098 1.3092
O14 2.1446 3.2732 -1.3078
O15 2.7166 0.6102 1.5752
O16 0.2166 1.7732 2.6292
O17 -2.1294 2.4722 1.1932
O18 -2.3764 -2.5008 -1.6538
C1 -2.6574 -0.3018 3.6062
C2 -0.6604 -3.8078 0.8752
C3 3.3856 -2.4308 1.7802
C4 1.4396 -3.1958 -2.0988
C5 3.2366 0.4192 0.3322
C6 0.0496 5.0422 1.2902
C7 2.2026 4.6192 -1.5838
C8 -0.9234 -2.3638 -4.7608
C9 -3.1214 -3.6348 -2.0508
C10 3.0056 3.5292 2.1752
C11 -0.2484 -0.3368 0.1162
C12 -3.6634 -0.2118 -2.9458
C13 -2.4574 2.4142 -0.1638
C14 0.7326 -1.8658 4.0852
C15 -3.8804 -0.9688 0.6432
C16 -0.4434 2.5012 -3.1608
C17 2.5236 -0.2478 -2.9948
C18 -0.1814 2.1772 3.9642
H1 0.7836 1.0512 2.7742
H2 1.0646 -2.3898 -1.4528
H3 0.4016 5.0482 2.2702
H4 1.8246 -0.2598 -2.0938
H5 -1.0314 5.1212 1.3072
H6 2.1696 3.2642 2.7842
H7 -2.6664 1.2732 -3.6708
H8 -0.7924 2.9472 -4.0678
H9 -4.6454 -0.8888 1.3712
H10 -0.8434 -0.2728 1.0272
H11 3.2036 0.6062 -2.8868
H12 0.3506 3.0732 1.5042
H13 0.9946 -0.7658 -4.1748
H14 -2.9994 -0.1318 -2.1778
H15 1.5096 -1.3158 2.4412
H16 2.5346 -3.3108 0.4422
H17 0.4026 5.8402 0.6232
H18 1.8226 -2.0858 4.2672
H19 3.3276 4.6282 2.1872
H20 -0.5064 -2.9068 1.4502
H21 -3.2714 -1.0968 -3.5248
H22 -3.4094 -0.0328 0.6972
H23 -0.4054 -2.0518 -5.6218
H24 3.1836 -1.0358 -3.0768
H25 -3.8964 -3.2808 -2.7978
H26 -1.9744 -2.1758 -4.9778
H27 -2.8024 -1.9488 1.9362
H28 -1.0544 -1.9928 -2.9078
H29 -0.4544 -3.4178 -0.0738
H30 3.6056 -3.3538 2.3582
H31 0.6096 2.4022 -3.2658
H32 4.3446 -2.2778 1.3042
H33 -2.5104 -4.3498 -2.5998
H34 3.1686 1.3152 2.0632
H35 1.2406 0.9132 0.6762
H36 -2.5474 1.4422 -0.6228
H37 -1.7154 -4.0268 0.8282
H38 -3.5674 -4.2358 -1.1978
H39 4.2016 0.0302 0.5222
H40 3.0926 1.2822 -0.3218
H41 2.8566 5.0332 -0.8558
H42 1.8676 -2.6958 -2.9308
H43 1.1496 5.0492 -1.5308
H44 -2.3684 0.2732 2.7492
H45 -0.5804 3.1912 -2.3138
H46 -1.1964 2.2222 1.2162
H47 0.5536 -1.1028 0.2172
H48 -2.3704 0.1642 4.5992
H49 -0.9574 2.9092 4.0172
H50 0.6246 -3.6858 -2.6988
H51 -4.4184 -1.1468 -0.2498
H52 0.3496 -2.8428 3.8532
H53 -3.3384 2.9862 -0.3178
H54 -0.4474 0.7212 -2.4778
H55 -4.6214 -0.3818 -2.4728
H56 -0.6554 -3.3618 -4.6068
H57 -0.9144 -0.4918 -0.6798
H58 -1.1024 -1.3748 3.5592
H59 4.1026 3.1412 3.6532
H60 3.1806 -1.6668 2.4892
H61 0.2526 -1.3118 4.8582
H62 -2.5654 -2.3128 -0.7488
H63 1.5296 3.2472 -0.5968
H64 2.8896 -0.3418 -0.3058
H65 -1.6864 2.9802 -0.7398
H66 -0.3814 1.3292 4.6492
H67 0.5926 2.7072 4.5002
H68 2.5116 4.7062 -2.6208
H69 -3.7434 -0.5818 3.6032
H70 2.7886 -4.4608 -2.3198
H71 2.9776 3.2362 1.1012
H72 -0.3354 -5.6978 0.9832

Its total charge is 0. The value obtained for the HOMO-LUMO gap is 9.219 eV. As for the LUMO energy: 0.2 eV.

=====

Which of them is most stable? Easy: a.

=====

--- a ---
ORCA calculation (the ωB97M-V functional and the def2-TZVPD basis) on the ion C4H3O3 with charge -1.

CARTESIAN COORDINATES (ANGSTROEM)
O1 2.8471 -1.3524 0.0767
O2 -0.2608 -1.5789 0.0231
O3 2.3832 0.9477 -0.0142
C1 1.3715 1.8387 -0.0170
C2 0.0403 0.8996 -0.0267
C3 1.9542 -0.4530 -0.0135
C4 0.5974 -0.5527 -0.1088
H1 0.3177 -2.2791 0.0170
H2 -0.4174 1.3128 -0.9303
H3 -0.6226 0.8714 0.9650

Its total charge is -1. The value obtained for the HOMO-LUMO gap is 6.274 eV. As for the LUMO energy: 4.1 eV.

=====

--- b ---
ORCA calculation (the ωB97M-V functional and the def2-TZVPD basis) on a cluster of 2 separate species, C4H3O3 in total.

CARTESIAN COORDINATES (ANGSTROEM)
O1 0.6803 1.4398 -0.5841
O2 -1.6655 1.5065 0.4061
O3 -1.5748 -0.4269 1.6105
C1 1.8462 -0.5945 0.1928
C2 0.6387 0.2110 0.0879
C3 0.6712 -1.1789 -0.5204
C4 -1.2644 0.5075 0.9363
H1 0.8926 -1.4221 -1.5615
H2 -0.2164 1.8295 -0.5293
H3 -0.0079 -1.8720 -0.0381

Its total charge is -1. The value obtained for the HOMO-LUMO gap (alpha / beta) is 7.521 / 7.522 eV. As for the LUMO energy (alpha / beta): 3.9 / 3.9 eV.

=====

Which of them is most stable? Easy: a.